No. 1
Below is a cluster of 2 separate species, C46H41F6N4O in total in a non-equilibrium geometry, with properties calculated with ωB97M-V with the def2-TZVPD basis set.

Positions of all 98 atoms, in Å:
C 1.669 -3.388 -0.075
O 1.299 -4.306 0.990
C 1.090 -3.915 2.260
C 2.072 -3.036 2.912
C 1.669 -1.757 3.343
C 2.583 -0.903 3.960
C 3.917 -1.294 4.126
C 4.333 -2.543 3.646
C 3.429 -3.410 3.040
C -0.101 -4.378 2.854
N -0.593 -4.135 4.117
C 0.092 -3.568 5.258
C -1.894 -4.624 4.217
C -2.184 -5.253 3.021
C -3.351 -5.994 2.843
C -4.237 -6.073 3.930
C -3.959 -5.404 5.137
C -2.772 -4.669 5.298
N -1.071 -5.117 2.205
C -0.968 -5.754 0.916
H 1.860 -4.029 -0.942
H 0.829 -2.708 -0.288
H 2.573 -2.821 0.191
H 0.627 -1.468 3.181
H 2.244 0.071 4.318
H 4.629 -0.628 4.616
H 5.378 -2.845 3.742
H 3.734 -4.393 2.671
H -0.373 -3.999 6.150
H 1.162 -3.803 5.242
H -0.037 -2.481 5.295
H -3.540 -6.491 1.893
H -5.150 -6.659 3.841
H -4.674 -5.471 5.956
H -2.521 -4.150 6.223
H -1.865 -6.368 0.807
H -0.942 -5.014 0.108
H -0.080 -6.395 0.859
F -2.837 3.964 4.543
C -3.386 3.371 3.453
F -2.760 2.159 3.276
F -4.703 3.093 3.744
C -3.312 4.168 2.187
N -3.762 3.316 1.073
C -5.074 3.531 0.585
C -5.307 4.543 -0.363
C -6.613 4.861 -0.722
C -7.691 4.194 -0.123
C -7.456 3.184 0.817
C -6.151 2.834 1.152
C -2.872 2.534 0.377
C -3.319 1.316 -0.190
C -2.425 0.481 -0.817
C -1.077 0.884 -1.046
C -0.227 0.027 -1.783
C 0.892 0.434 -2.544
C 1.872 -0.529 -2.926
C 3.010 -0.164 -3.607
C 3.190 1.178 -4.008
N 4.357 1.582 -4.609
C 5.633 0.931 -4.292
C 6.213 1.545 -3.052
F 7.210 0.822 -2.477
F 6.710 2.796 -3.341
F 5.233 1.723 -2.103
C 4.368 2.624 -5.566
C 4.595 3.943 -5.144
C 4.541 4.983 -6.067
C 4.269 4.709 -7.412
C 4.110 3.383 -7.843
C 4.197 2.336 -6.931
C 2.157 2.116 -3.778
C 1.061 1.772 -3.015
C -0.651 2.128 -0.494
C -1.526 2.919 0.223
H -4.010 5.005 2.261
H -2.275 4.481 2.045
H -4.441 5.055 -0.790
H -6.788 5.638 -1.466
H -8.717 4.455 -0.389
H -8.281 2.659 1.298
H -5.930 2.036 1.861
H -4.369 1.046 -0.081
H -2.748 -0.490 -1.192
H -0.490 -1.031 -1.814
H 1.707 -1.571 -2.652
H 3.760 -0.899 -3.888
H 5.488 -0.135 -4.102
H 6.312 1.133 -5.125
H 4.793 4.115 -4.086
H 4.701 6.002 -5.716
H 4.180 5.535 -8.122
H 3.912 3.165 -8.893
H 4.100 1.288 -7.226
H 2.260 3.126 -4.172
H 0.315 2.532 -2.792
H 0.375 2.463 -0.629
H -1.199 3.874 0.627

Output
charge: +1
E_LUMO: -4.761 eV
relative energy (zero: lowest compared OMol25 entry of this formula, charge and spin): 0.0 kJ/mol
DFT total energy: -72673.2661 eV
highest occupied orbital energy: -7.618 eV
gap between HOMO and LUMO: 0.10498 hartree
strongest force on any atom: 3.36 eV/A

No. 2
Below is the molecule H2NO4P in a non-equilibrium geometry, with properties calculated with ωB97M-V with the def2-TZVPD basis set.

Positions of all 8 atoms, in Å:
N 1.263 -0.425 0.143
O 1.909 0.543 0.462
O 1.708 -1.617 0.163
O -0.832 1.256 0.159
O -1.390 -1.063 -0.382
P -0.356 0.058 -0.869
H -0.161 1.947 0.116
H -2.141 -0.697 0.206

Output
E_LUMO: -0.156 eV
relative energy (zero: lowest compared OMol25 entry of this formula, charge and spin): 166.1 kJ/mol
DFT total energy: -18999.3738 eV
highest occupied orbital energy: -9.999 eV
gap between HOMO and LUMO: 0.36171 hartree
strongest force on any atom: 3.49 eV/A

No. 3
Below is a cluster of 2 separate species, C6H12O in total in a non-equilibrium geometry, with properties calculated with ωB97M-V with the def2-TZVPD basis set.

Positions of all 19 atoms, in Å:
C -0.726 -0.406 2.079
C -1.921 -0.418 2.656
C -0.330 -0.401 0.614
C 0.912 0.348 0.228
C 0.905 1.659 -0.030
C 2.154 2.481 -0.029
H 0.173 -0.115 2.654
H -1.982 -0.342 3.734
H -2.787 -0.111 2.054
H -0.379 -1.456 0.276
H -1.154 0.214 0.206
H 1.888 -0.127 0.034
H -0.116 1.909 -0.322
H 2.281 2.978 -1.002
H 2.117 3.306 0.694
H 3.044 1.902 0.213
H -1.684 -4.042 -5.355
H -0.988 -3.268 -4.274
O -1.407 -4.111 -4.433

Output
structure (SMILES): C=CC/C=C/C.O
E_LUMO: 0.833 eV
relative energy (zero: lowest compared OMol25 entry of this formula, charge and spin): 264.4 kJ/mol
DFT total energy: -8461.6140 eV
highest occupied orbital energy: -9.008 eV
gap between HOMO and LUMO: 0.36164 hartree
strongest force on any atom: 2.47 eV/A

Question: Number 3 is which compound?
Answer: C6H12O

Question: Among the records above, which one has the lowest gap between HOMO and LUMO?
Answer: C46H41F6N4O